No. 1
Entry from the Open Molecules 2025 dataset: 3 unconnected molecules or ions with the total composition C36H29FO9S (ωB97M-V with the def2-TZVPD basis set).

electronic energy = -2564.524741 Ha
max |F| = 0.8 eV/Å
SMILES = C[C@H](F)[C@H]1OS(=O)(=O)CC[C@H]1CC(=O)O.O=C1c2ccccc2C(=O)c2ccccc21.O=C1c2ccccc2C(=O)c2ccccc21

Geometry as ORCA input:
```
! RIJCOSX wB97M-V def2-TZVPD def2/J DEFGRID3
* xyz 0 1
C -3.18782 3.66964 1.98024
C -3.81325 2.29466 1.97352
F -3.29202 1.53783 3.01463
C -3.70301 1.55320 0.64289
O -2.46984 1.83151 -0.07953
S -1.11317 1.15226 0.37439
O -0.71818 1.65133 1.65353
O -0.22057 1.30061 -0.72875
C -1.52713 -0.55231 0.55284
C -2.84124 -0.77719 1.31312
C -3.96514 0.04654 0.68571
C -5.38672 -0.23710 1.23520
C -5.47927 -0.54712 2.70786
O -5.81443 0.23090 3.55126
O -5.17201 -1.84928 2.98229
H -3.61985 4.28880 1.19278
H -2.10814 3.61777 1.86710
H -3.40707 4.13906 2.93923
H -4.88393 2.40290 2.17280
H -4.47203 1.99165 0.00428
H -0.68488 -0.98100 1.09412
H -1.61720 -0.97634 -0.44777
H -3.09062 -1.83234 1.18031
H -2.71341 -0.60119 2.37878
H -4.00524 -0.28045 -0.35881
H -5.75722 -1.10894 0.69388
H -6.04366 0.60675 1.02721
H -4.68722 -1.87490 3.81798
O 5.97683 3.30378 2.73641
C 5.43984 2.30003 3.15396
C 5.73033 1.78659 4.52511
C 6.61322 2.49169 5.33417
C 6.87653 2.04953 6.61924
C 6.25871 0.90126 7.10319
C 5.38695 0.18896 6.29767
C 5.12220 0.62614 5.00535
C 4.19115 -0.16686 4.15046
O 3.70093 -1.20085 4.55261
C 3.88487 0.35845 2.79050
C 2.99382 -0.34024 1.98483
C 2.67444 0.14133 0.72773
C 3.24028 1.32456 0.26723
C 4.13696 2.01932 1.06013
C 4.46519 1.53893 2.32278
H 7.08211 3.38448 4.94371
H 7.56256 2.60110 7.24877
H 6.45995 0.56230 8.11105
H 4.90230 -0.70865 6.65653
H 2.55698 -1.25560 2.36061
H 1.97546 -0.39768 0.10090
H 2.97393 1.70293 -0.71066
H 4.58837 2.93982 0.71622
O -2.28616 -1.66530 -7.52295
C -1.61274 -1.79279 -6.52287
C -1.22480 -3.14481 -6.02348
C -1.62570 -4.26640 -6.73939
C -1.25587 -5.52935 -6.30958
C -0.48351 -5.67878 -5.16263
C -0.09113 -4.56570 -4.43906
C -0.46230 -3.29554 -4.86407
C -0.04079 -2.11209 -4.05914
O 0.57014 -2.24903 -3.01948
C -0.40270 -0.76127 -4.57354
C 0.01064 0.35885 -3.86390
C -0.30659 1.62530 -4.32547
C -1.02919 1.77742 -5.50339
C -1.44667 0.66382 -6.21418
C -1.13968 -0.60922 -5.75083
H -2.22289 -4.13272 -7.63096
H -1.56638 -6.40142 -6.87006
H -0.18835 -6.66665 -4.83391
H 0.50612 -4.66483 -3.54298
H 0.56938 0.23367 -2.94736
H 0.01121 2.49369 -3.76376
H -1.26904 2.76831 -5.86663
H -2.01265 0.76626 -7.12995
*
```

=====

No. 2
Entry from the Open Molecules 2025 dataset: 11 unconnected molecules or ions with the total composition C5H32N10O11 at a distorted geometry (ωB97M-V with the def2-TZVPD basis set).

electronic energy = -1585.054996 Ha
max |F| = 6.7 eV/Å
SMILES = NC(N)=O.NC(N)=O.NC(N)=O.NC(N)=O.NC(N)=O.O.O.O.O.O.O
energy above the lowest of the compared OMol25 structures with the same formula, charge and spin = 1.203 eV

Geometry as ORCA input:
```
! RIJCOSX wB97M-V def2-TZVPD def2/J DEFGRID3
* xyz 0 1
N 9.78626 6.90386 6.45328
C 10.87007 7.59380 6.80086
N 11.23973 7.28290 7.98712
O 11.55437 8.21992 5.99218
H 9.26681 6.33880 7.10978
H 9.43796 7.26892 5.57834
H 10.67413 6.65004 8.53454
H 12.17885 7.50496 8.28516
N 6.02823 8.32006 9.21644
C 6.97617 9.03636 9.71839
N 6.51841 10.21792 9.91746
O 8.16503 8.65781 9.96824
H 6.21356 7.33736 9.07476
H 5.05437 8.58694 9.19490
H 5.61490 10.48600 9.55428
H 7.07188 10.87236 10.45178
N 13.26754 5.50230 13.64074
C 13.26725 5.79512 14.89848
N 13.11042 7.07860 15.13948
O 13.35241 4.90740 15.76194
H 13.36264 4.50998 13.47842
H 13.13382 6.21426 12.93694
H 12.80572 7.78882 14.48924
H 13.19602 7.20798 16.13750
N 11.24478 9.07068 12.61628
C 11.68514 8.21594 11.79852
N 10.75015 7.66046 11.11790
O 12.79797 7.70278 11.88950
H 11.91025 9.40398 13.29904
H 10.28245 9.33374 12.77384
H 9.89029 8.17416 10.98810
H 10.79881 6.73220 10.72284
N 12.43716 10.94264 10.05576
C 11.13220 11.06038 9.85420
N 10.66394 10.18566 8.98192
O 10.42603 11.88588 10.44270
H 12.86576 11.59250 10.69926
H 12.94915 10.77318 9.20180
H 11.23806 9.35470 8.98630
H 9.66510 10.10706 8.85448
O 10.88010 12.02740 14.36014
H 11.33890 12.52996 13.68696
H 10.06851 11.74574 13.93798
O 15.16311 9.23974 11.09418
H 14.93951 10.11872 11.40016
H 14.46947 8.68029 11.44362
O 8.98475 10.97556 12.66574
H 8.07036 10.72422 12.79592
H 9.06711 11.10018 11.72026
O 13.95949 10.18398 13.71166
H 13.96789 11.08126 13.37842
H 14.88343 9.96250 13.82794
O 11.96751 10.15226 16.04619
H 12.13868 10.79448 16.73500
H 11.71884 10.67700 15.28524
O 10.33040 5.09656 10.13034
H 9.65372 5.58194 10.60228
H 10.09710 4.17666 10.25518
*
```

=====

No. 3
Entry from the Open Molecules 2025 dataset: a molecular structure, C22H31FN6O4PPdS at a distorted geometry (ωB97M-V with the def2-TZVPD basis set).

electronic energy = -2453.749191 Ha
max |F| = 1.9 eV/Å
energy above the lowest of the compared OMol25 structures with the same formula, charge and spin = 0.779 eV

Geometry as ORCA input:
```
! RIJCOSX wB97M-V def2-TZVPD def2/J DEFGRID3
* xyz -1 1
Pd 0.28371 0.43613 -1.21695
C 0.19873 5.51751 -2.76391
C 1.31226 4.59212 -2.44237
N 2.37690 4.88180 -1.73154
N 3.08398 3.70787 -1.70197
C 2.46399 2.68872 -2.33338
S 2.86861 1.10109 -2.41418
N 1.34519 3.28406 -2.85793
N 0.42120 2.58152 -3.64453
H 0.44548 6.50421 -2.38493
H -0.72533 5.17471 -2.30111
H 0.03222 5.57256 -3.83895
H 3.94060 3.63291 -1.17960
H -0.49599 2.46869 -3.22790
H 0.43768 2.83645 -4.62684
C -4.06352 1.03928 -1.25513
C -2.78887 0.77990 -0.44707
C -2.79239 -0.67220 0.04562
C -2.76424 1.74502 0.74861
C -1.58915 1.05282 -1.32854
H -4.94676 0.81487 -0.65556
H -4.08482 0.40930 -2.14188
H -4.12138 2.08324 -1.57291
H -3.49656 -0.82605 0.86252
H -1.78475 -0.95735 0.39014
H -3.06154 -1.34386 -0.77603
H -3.58001 1.52453 1.44472
H -2.86786 2.77853 0.40902
H -1.82811 1.65377 1.28338
H -1.78027 2.06492 -1.74300
F -2.65170 -4.15634 -0.05531
C -1.33633 -4.44134 0.11276
C -0.42343 -4.09446 -0.81081
N 0.89750 -4.39333 -0.68085
C 1.78960 -3.98724 -1.74130
C 1.84301 -2.47443 -1.91608
O 2.96501 -1.97185 -2.05599
O 0.73138 -1.94465 -1.95251
C 1.38803 -5.03333 0.43541
O 2.54365 -5.33124 0.61279
N 0.41757 -5.34907 1.37512
C -0.95703 -5.12983 1.32408
O -1.69532 -5.49494 2.22882
H -0.67867 -3.52412 -1.69569
H 1.40293 -4.42729 -2.66520
H 2.77883 -4.38870 -1.52469
H 0.76630 -5.82716 2.19959
C 2.29133 2.00606 1.23722
P 1.34896 0.49354 0.77903
C 2.69020 -0.74341 0.92975
C 0.44574 0.19325 2.34595
C 0.04268 1.24611 3.16290
C -0.70869 1.02039 4.30446
C -1.07594 -0.26838 4.64958
C -0.68341 -1.33333 3.84818
C 0.07194 -1.09733 2.70998
H 1.64773 2.88570 1.22546
H 3.05356 2.13210 0.46221
H 2.77247 1.91076 2.21107
H 3.21351 -0.65253 1.88048
H 3.37441 -0.60559 0.09500
H 2.29108 -1.74697 0.83062
H 0.31242 2.25887 2.90320
H -1.01344 1.85733 4.92050
H -1.67123 -0.44722 5.53503
H -0.97883 -2.34058 4.10245
H 0.35516 -1.92655 2.07900
*
```

=====

No. 4
Entry from the Open Molecules 2025 dataset: a molecular structure, C9H54CdNO19 at a distorted geometry (ωB97M-V with the def2-TZVPD basis set).

electronic energy = -2027.042492 Ha
max |F| = 2.4 eV/Å
energy above the lowest of the compared OMol25 structures with the same formula, charge and spin = 0.436 eV

Geometry as ORCA input:
```
! RIJCOSX wB97M-V def2-TZVPD def2/J DEFGRID3
* xyz 1 1
Cd 4.21799 13.63942 17.94915
C 3.78967 15.95007 22.26618
C 4.53932 16.27775 20.94659
C 5.47359 17.48706 21.13038
C 6.64969 17.08357 22.00091
C 7.30044 15.81818 21.38640
C 6.39248 14.62433 21.13580
N 5.26429 15.12624 20.37753
O 4.43680 14.04453 20.02239
C 6.09766 13.88250 22.45863
C 7.28760 13.68451 20.25643
C 3.50876 16.73716 19.89931
H 4.52656 16.01128 23.06344
H 3.55533 14.88511 22.20692
H 2.85822 16.47724 22.46000
H 4.92793 18.36909 21.45853
H 5.90428 17.65974 20.13554
H 6.37785 16.95775 23.04510
H 7.42528 17.83143 21.81684
H 8.02446 15.56967 22.16932
H 7.87734 16.04118 20.48539
H 6.95521 13.24072 22.68143
H 5.24292 13.21176 22.36804
H 6.01267 14.51804 23.33534
H 7.26004 14.08481 19.24413
H 6.83645 12.69413 20.36833
H 8.27052 13.65015 20.71402
H 2.68060 16.02159 19.89911
H 3.99580 16.80108 18.92544
H 3.05790 17.68434 20.19810
O 10.94011 17.21572 20.40901
H 10.02047 16.91953 20.41878
H 11.04486 17.65399 19.55660
O 5.12102 18.84121 24.44740
H 5.50821 17.96677 24.61270
H 4.57801 18.71527 23.66177
O 7.99863 12.03108 25.31475
H 8.52947 12.22303 24.52670
H 8.63820 11.98094 26.03316
O 5.94785 16.10107 24.74558
H 5.43910 15.29777 24.56267
H 5.99818 16.13896 25.71209
O 5.66810 12.00427 17.93097
H 6.30904 11.57215 18.51760
H 5.66831 11.46673 17.12407
O 9.62018 12.34281 22.94944
H 10.10658 11.61608 22.54049
H 9.82917 13.12678 22.40478
O 2.87936 17.10751 16.05714
H 3.53739 17.07824 15.35285
H 2.91049 18.01414 16.39109
O 2.46021 14.84997 17.46094
H 1.63446 14.84728 17.96167
H 2.41540 15.65949 16.88743
O 10.44254 14.51511 21.33811
H 10.94095 14.96512 20.64250
H 10.62800 15.03305 22.13561
O 5.75142 14.88853 17.06983
H 5.94613 15.83530 17.03581
H 6.33144 14.48805 16.40606
O 7.33188 10.54946 22.61078
H 8.08313 11.10518 22.89073
H 6.58243 10.89573 23.10850
O 5.09535 10.74752 20.91810
H 5.33855 11.50055 20.37079
H 5.91946 10.48593 21.35857
O -0.23732 16.56624 20.66800
H 0.60983 16.36112 20.25862
H -0.87438 15.99705 20.22166
O 2.85255 14.69554 24.92700
H 2.12508 14.25685 24.46743
H 2.66027 15.63452 24.84666
O 3.07234 18.97207 21.91784
H 2.75653 19.84808 22.17934
H 2.63322 18.36957 22.52919
O 1.88964 12.74330 22.05040
H 2.26275 11.89915 22.32996
H 2.59297 13.15952 21.53419
O 3.76929 20.59422 19.64045
H 3.58691 19.97795 20.36705
H 3.66439 21.47230 20.02165
O 8.75118 14.88799 24.83009
H 8.87090 14.04207 24.39517
H 7.81423 15.09674 24.68483
*
```

=====

What is the max |F| in the first record? 0.8 eV/Å